[1]
36
Properties=species:S:1:pos:R:3 method="wB97M-V/def2-TZVPD" charge=0 homo_lumo_gap_ev=8.689
Cl 5.672 -3.488 -0.900
C 5.188 -1.866 -0.551
C 5.688 -0.824 -1.317
C 5.298 0.471 -1.033
C 4.417 0.735 0.012
C 3.923 -0.322 0.766
C 4.306 -1.622 0.490
H 3.922 -2.442 1.076
H 3.224 -0.126 1.564
C 3.985 2.136 0.292
H 4.804 2.845 0.181
H 3.517 2.234 1.268
S 2.736 2.697 -0.943
C 1.364 1.884 -0.307
N 1.263 1.230 0.809
N -0.009 0.786 0.877
C -0.621 1.188 -0.185
O 0.199 1.901 -0.997
C -2.034 0.939 -0.552
N -2.729 0.376 0.575
C -3.928 -0.282 0.455
C -4.739 -0.133 -0.672
C -5.963 -0.777 -0.722
C -6.416 -1.569 0.318
C -5.608 -1.708 1.437
C -4.384 -1.080 1.510
H -3.761 -1.198 2.384
H -5.944 -2.321 2.260
H -7.372 -2.061 0.256
Cl -6.946 -0.580 -2.132
H -4.433 0.481 -1.502
H -2.125 0.080 1.328
H -2.054 0.267 -1.427
H -2.492 1.891 -0.859
H 5.677 1.286 -1.631
H 6.372 -1.027 -2.126

---

[2]
55
Properties=species:S:1:pos:R:3 method="wB97M-V/def2-TZVPD" charge=+3 homo_lumo_gap_ev=5.770
Rh -0.496 -0.503 -0.867
N 0.827 -2.962 1.965
C -0.253 -2.562 2.722
C -0.985 -1.708 1.956
N -0.348 -1.610 0.740
C 0.742 -2.369 0.772
C 1.515 -2.374 -0.439
N 1.076 -1.559 -1.391
C 1.879 -1.708 -2.497
C 2.823 -2.640 -2.185
N 2.576 -3.048 -0.892
H 1.542 -3.605 2.278
H -0.415 -2.912 3.728
H -1.907 -1.199 2.181
H 1.740 -1.155 -3.410
H 3.634 -3.038 -2.771
H 3.122 -3.741 -0.398
O -2.114 -1.008 -1.898
S -2.418 -1.991 -3.127
C -4.194 -1.784 -3.405
C -4.890 -2.776 -2.485
C -4.060 -4.054 -2.557
C -2.604 -3.629 -2.349
H -4.322 -2.035 -4.462
H -4.439 -0.733 -3.255
H -5.917 -2.943 -2.807
H -4.928 -2.392 -1.465
H -4.178 -4.540 -3.526
H -4.363 -4.771 -1.795
H -1.872 -4.299 -2.796
H -2.364 -3.463 -1.297
O 0.243 1.113 -0.071
S 0.740 1.504 1.380
C -0.081 3.029 1.710
C -0.588 3.820 0.688
C -1.153 5.037 1.032
C -1.233 5.420 2.367
C -0.735 4.603 3.373
C -0.161 3.382 3.051
C 2.423 1.994 1.161
C 3.207 2.053 2.304
C 4.493 2.561 2.192
C 4.974 2.970 0.955
C 4.180 2.874 -0.183
C 2.891 2.371 -0.092
H -0.533 3.507 -0.346
H -1.527 5.693 0.258
H -1.702 6.360 2.625
H -0.812 4.904 4.408
H 0.209 2.724 3.828
H 2.835 1.713 3.264
H 5.120 2.629 3.070
H 5.980 3.357 0.872
H 4.558 3.201 -1.142
H 2.263 2.292 -0.969

---

[3]
17
Properties=species:S:1:pos:R:3 method="wB97M-V/def2-TZVPD" charge=0 homo_lumo_gap_ev=11.159
C -0.409 -1.190 -1.743
C -0.008 -1.205 -0.279
C 0.667 0.158 0.081
C -0.305 2.254 -0.062
N -0.490 1.060 0.292
H -1.153 -1.935 -2.018
H -0.731 -0.225 -2.124
H 0.500 -1.437 -2.304
H 0.763 -1.970 -0.166
H -0.790 -1.397 0.456
H 1.259 0.444 -0.797
H 1.232 0.111 0.993
H 0.528 2.684 -0.618
H -1.082 2.995 0.076
H -0.772 -0.059 2.670
H 0.696 -0.325 2.445
O 0.094 0.036 3.098

---

[4]
161
Properties=species:S:1:pos:R:3 method="wB97M-V/def2-TZVPD" charge=+1 homo_lumo_gap_ev=7.896
C -2.891 -3.791 0.009
C -2.610 -2.506 0.764
O -3.053 -2.375 1.877
N -1.879 -1.364 0.213
C -2.613 -0.774 -0.930
C -0.474 -1.608 -0.038
S -0.019 -2.132 -1.756
C 1.637 -2.837 -1.842
O -0.045 -1.011 -2.682
O -0.924 -3.148 -2.243
C 0.130 -0.212 0.353
C 0.384 0.987 -0.486
C 1.842 0.803 -1.039
C 2.490 2.180 -1.351
O 2.569 0.000 -0.115
C 3.849 -0.416 -0.578
C 4.346 -1.422 0.454
C 4.629 -1.046 1.766
C 5.104 -1.955 2.698
C 5.321 -3.294 2.368
C 5.014 -3.678 1.067
C 4.539 -2.766 0.137
N 0.395 -0.229 1.622
P 0.983 1.051 2.646
O 2.476 1.458 2.308
O 1.011 0.454 4.129
S -0.247 2.527 2.599
C 0.116 -1.574 2.243
C 0.357 -2.434 0.992
C 0.244 -3.965 1.092
C 1.627 -4.450 1.583
O 1.841 -4.734 2.732
H -3.638 -3.666 -0.783
H -2.011 -4.278 -0.410
H -3.333 -4.489 0.726
H -2.067 0.034 -1.405
H -3.565 -0.367 -0.576
H -2.886 -1.537 -1.669
H 1.528 -3.917 -1.731
H 2.343 -2.383 -1.147
H 1.957 -2.628 -2.867
H -0.294 1.112 -1.329
H 0.398 1.905 0.108
H 1.839 0.259 -1.993
H 1.810 3.007 -1.127
H 2.677 2.234 -2.431
H 3.461 2.306 -0.868
H 3.769 -0.970 -1.525
H 4.583 0.396 -0.623
H 4.520 -0.019 2.102
H 5.341 -1.654 3.716
H 5.718 -4.002 3.086
H 5.191 -4.726 0.835
H 4.325 -3.154 -0.861
H 2.599 2.352 2.674
H 0.349 0.950 4.639
H 0.875 -1.808 2.992
H -0.899 -1.481 2.636
H 1.421 -2.236 0.783
H 0.125 -4.387 0.088
H -0.506 -4.315 1.806
H 2.425 -4.510 0.811
C -4.791 4.041 1.877
C -4.819 5.496 1.477
O -3.840 6.124 2.326
S -2.654 5.092 2.625
O -1.587 5.363 1.722
O -2.455 5.003 4.023
O -3.409 3.759 2.123
H -5.346 3.867 2.802
H -5.179 3.392 1.095
H -5.794 5.949 1.621
H -4.508 5.625 0.444
C 4.630 -8.298 0.091
C 3.923 -8.817 -1.142
O 3.230 -7.669 -1.665
S 4.085 -6.355 -1.360
O 4.841 -6.011 -2.508
O 3.233 -5.404 -0.721
O 5.069 -6.979 -0.273
H 3.945 -8.209 0.937
H 5.478 -8.914 0.376
H 3.222 -9.616 -0.917
H 4.633 -9.158 -1.898
C -5.281 -1.299 4.132
C -6.439 -1.370 3.162
O -7.598 -1.475 3.993
S -7.353 -0.664 5.360
O -7.941 0.621 5.238
O -7.637 -1.525 6.446
O -5.760 -0.501 5.220
H -5.025 -2.287 4.520
H -4.398 -0.845 3.690
H -6.370 -2.222 2.491
H -6.523 -0.452 2.575
C -7.813 8.775 -0.894
C -8.903 7.733 -1.029
O -8.336 6.734 -1.887
S -6.758 6.647 -1.638
O -6.492 5.575 -0.742
O -6.098 6.757 -2.885
O -6.594 8.021 -0.829
H -7.769 9.423 -1.771
H -7.930 9.384 -0.001
H -9.815 8.134 -1.460
H -9.130 7.267 -0.068
C -1.633 1.002 -4.983
C -2.775 1.000 -5.976
O -3.955 0.900 -5.162
S -3.712 1.655 -3.772
O -4.270 2.956 -3.861
O -4.032 0.762 -2.717
O -2.117 1.779 -3.874
H -1.411 -0.004 -4.624
H -0.729 1.447 -5.391
H -2.720 0.170 -6.673
H -2.825 1.939 -6.532
C 8.123 -4.428 -2.287
C 9.126 -3.451 -1.710
O 9.156 -3.759 -0.304
S 8.907 -5.323 -0.098
O 10.160 -5.968 0.060
O 7.849 -5.487 0.837
O 8.350 -5.647 -1.567
H 7.094 -4.108 -2.100
H 8.263 -4.585 -3.353
H 8.837 -2.415 -1.868
H 10.132 -3.614 -2.114
C -5.395 8.264 7.402
C -6.493 7.235 7.233
O -5.976 6.311 6.268
S -4.377 6.205 6.432
O -4.077 5.066 7.222
O -3.781 6.418 5.167
O -4.178 7.514 7.345
H -5.392 8.983 6.580
H -5.467 8.796 8.347
H -7.424 7.671 6.881
H -6.674 6.691 8.162
C -6.960 3.260 -5.931
C -6.950 4.568 -5.170
O -7.551 5.508 -6.070
S -8.654 4.763 -6.967
O -9.932 4.974 -6.392
O -8.384 5.041 -8.330
O -8.202 3.254 -6.642
H -6.148 3.220 -6.661
H -6.897 2.398 -5.272
H -5.949 4.886 -4.896
H -7.571 4.511 -4.273
C 14.767 -5.055 -1.154
C 14.802 -3.705 -0.472
O 14.288 -2.794 -1.455
S 13.199 -3.545 -2.357
O 11.901 -3.239 -1.854
O 13.533 -3.359 -3.720
O 13.557 -5.042 -1.924
H 15.607 -5.178 -1.840
H 14.756 -5.878 -0.445
H 15.803 -3.414 -0.169
H 14.137 -3.680 0.394

---

[5]
26
Properties=species:S:1:pos:R:3 method="wB97M-V/def2-TZVPD" charge=+1 homo_lumo_gap_ev=10.309
C 0.258 -1.983 2.885
C -1.000 -1.370 2.299
O -1.363 -2.080 1.096
B -1.392 -1.341 -0.035
O -2.485 -1.396 -0.838
N -0.210 -0.512 -0.392
C 0.130 -0.103 -1.615
N -0.525 -0.382 -2.753
C 0.148 0.228 -3.688
N 1.201 0.866 -3.220
N 1.199 0.660 -1.874
C 2.191 1.232 -0.993
C 2.900 0.166 -0.202
O 3.066 -0.977 -0.527
F 3.336 0.649 0.947
H 0.995 -2.126 2.108
H 0.665 -1.331 3.646
H -0.008 -2.932 3.320
H -1.824 -1.441 2.989
H -0.838 -0.307 2.111
H -2.832 -0.523 -1.029
H 0.403 -0.250 0.361
H -0.201 0.164 -4.699
H 1.851 1.409 -3.763
H 1.700 1.910 -0.302
H 2.888 1.828 -1.563

---

[6]
49
Properties=species:S:1:pos:R:3 method="wB97M-V/def2-TZVPD" charge=+2 homo_lumo_gap_ev="4.356 / 4.371"
Pb 0.301 1.554 -1.191
O -3.199 4.745 -0.785
C -2.239 3.874 -0.538
O -1.461 3.480 -1.378
C -2.193 3.445 0.896
C -2.954 4.104 1.856
C -2.806 3.723 3.176
C -1.908 2.711 3.477
C -1.206 2.100 2.446
N -1.347 2.457 1.167
C -0.179 1.029 2.698
O -0.070 0.535 3.933
O 0.565 0.612 1.844
H -3.171 5.000 -1.721
H -3.627 4.896 1.566
H -3.366 4.213 3.960
H -1.769 2.439 4.515
H -0.734 0.869 4.545
C -0.001 -1.757 0.040
N 0.336 -1.037 -1.190
C 1.747 -1.258 -1.529
C -0.530 -1.503 -2.297
C -0.826 -0.452 -3.340
C -1.210 -0.877 -4.608
C -1.569 0.047 -5.575
C -1.537 1.405 -5.280
C -1.149 1.823 -4.018
C -0.794 0.907 -3.022
H 0.084 -2.841 -0.105
H -1.023 -1.527 0.339
H 0.671 -1.449 0.838
H 1.968 -2.327 -1.626
H 2.387 -0.828 -0.757
H 1.980 -0.779 -2.482
H -1.469 -1.857 -1.867
H -0.063 -2.373 -2.773
H -1.230 -1.934 -4.842
H -1.869 -0.289 -6.558
H -1.811 2.131 -6.033
H -1.127 2.888 -3.811
Te 2.758 -1.355 3.277
C 3.770 -3.047 3.179
C 3.516 -4.232 3.915
C 4.436 -5.227 3.662
C 5.395 -4.826 2.731
S 5.180 -3.263 2.175
H 2.687 -4.320 4.602
H 4.434 -6.204 4.121
H 6.222 -5.423 2.371